This record from OMol25 describes an isolated molecule of C4H7N3S in a non-equilibrium geometry. The level of theory is ωB97M-V/def2-TZVPD.

Values from the calculation:
Orbital gap, eV: 8.82
Largest force on an atom, eV Å⁻¹: 6.1
SMILES string: N[C@H]1CN=CNC1=S
M, g mol⁻¹: 129.19

Cartesian coordinates (Å):
N  -1.076  1.798  -0.334
C  -0.180  0.722  -0.428
C  1.081  0.680  0.444
N  1.945  -0.558  0.124
C  1.180  -1.560  -0.118
N  -0.189  -1.665  -0.395
C  -1.000  -0.587  -0.093
S  -2.617  -0.829  0.168
H  -2.129  1.494  0.216
H  -0.749  2.739  0.143
H  0.326  0.620  -1.475
H  0.910  0.827  1.524
H  1.733  1.474  0.248
H  1.432  -2.578  -0.301
H  -0.666  -2.577  0.277